[1]
43
Properties=species:S:1:pos:R:3:forces:R:3:lowdin_charge:R:1 method="wB97M-V/def2-TZVPD" orbital_gap_ev=9.112 lumo_ev=0.68 smiles="CCOC(=O)C1CCN(C(=O)CSc2nccc(C)n2)CC1" e_above_lowest_kj_mol=29.3
S 3.421 2.056 -0.902 -0.265 0.456 -0.242 0.9982
O -3.648 -0.885 1.296 -0.038 -0.182 0.038 0.1218
O -4.536 0.149 -0.483 -0.013 0.213 -0.231 -0.0095
O 1.701 1.446 1.318 0.070 0.136 0.274 0.0277
N 5.118 0.246 -0.098 0.256 0.416 0.008 0.1094
N -0.177 0.812 0.259 -0.231 -0.243 0.173 -0.0499
N 2.913 -0.499 -0.525 -0.091 0.069 -0.108 0.0709
C 6.891 -1.169 0.697 0.028 -0.022 0.008 -0.0314
C 5.472 -0.970 0.283 -0.222 -0.325 -0.007 -0.3289
C -1.943 1.264 1.900 -0.093 -0.270 -0.101 -0.1116
C -0.781 0.357 1.497 0.074 0.045 0.451 -0.1231
C -3.726 0.076 0.578 0.115 0.323 0.204 -0.4748
C 4.543 -2.015 0.295 -0.043 0.202 -0.057 -0.0134
C -2.259 1.795 -0.533 -0.055 -0.198 -0.110 -0.1121
C -4.513 -2.031 -1.575 -0.058 0.340 0.228 -0.0610
C -5.318 -1.008 -0.787 -0.170 -0.509 0.000 -0.2094
C 3.265 -1.714 -0.137 0.248 -0.247 0.107 -0.1099
C 1.063 1.349 0.291 -0.030 0.082 -0.272 -0.5391
C 1.626 1.814 -1.051 0.773 -0.046 0.134 -0.3823
C 3.857 0.430 -0.458 -0.304 -0.336 -0.118 -0.6660
C -2.962 1.380 0.764 0.052 0.071 0.094 -0.2136
C -1.109 0.831 -0.842 -0.135 0.348 -0.219 -0.1307
H -4.107 -1.579 -2.477 0.017 -0.003 -0.104 0.0778
H -0.007 0.363 2.265 -0.123 -0.065 -0.111 0.1247
H -3.714 2.136 1.017 0.015 -0.070 -0.042 0.1566
H -1.144 -0.666 1.357 0.040 0.036 0.010 0.1269
H 1.214 2.783 -1.334 -0.034 0.013 -0.060 0.0856
H -3.695 -2.410 -0.967 0.051 -0.060 0.015 0.0743
H 1.461 1.078 -1.835 -0.165 0.108 0.051 0.0696
H 2.482 -2.461 -0.184 0.035 -0.136 0.044 0.1119
H 6.933 -1.457 1.746 0.063 -0.037 0.068 0.0844
H -1.857 2.803 -0.412 0.007 0.023 -0.022 0.1256
H -1.558 2.257 2.139 0.005 0.026 0.016 0.1266
H -0.617 1.127 -1.766 -0.016 -0.099 0.037 0.1143
H -2.423 0.852 2.788 0.010 0.060 0.039 0.1211
H -1.508 -0.182 -0.972 0.051 0.003 -0.111 0.1338
H -5.155 -2.862 -1.854 -0.056 -0.112 -0.058 0.0772
H 7.443 -0.245 0.556 0.043 0.006 0.007 0.0783
H -5.678 -1.448 0.149 -0.022 0.108 -0.165 0.1222
H -2.970 1.801 -1.359 0.026 0.067 -0.006 0.1161
H -6.161 -0.633 -1.372 0.083 -0.029 0.108 0.1235
H 4.814 -3.006 0.619 0.024 -0.110 0.026 0.1063
H 7.348 -1.964 0.110 0.077 -0.057 0.003 0.0820

---

[2]
41
Properties=species:S:1:pos:R:3:forces:R:3:lowdin_charge:R:1 method="wB97M-V/def2-TZVPD" orbital_gap_ev=9.907 lumo_ev=0.74 smiles="Cc1ccc(S(=O)(=O)CC(=O)N2CCCCCC2)cc1" e_above_lowest_kj_mol=129.5
S -1.398 1.126 0.315 -0.279 0.477 -0.121 0.7151
O 0.194 -0.869 -1.709 -0.198 -0.086 -0.096 0.0523
O -2.652 1.821 0.429 -0.179 -0.286 -0.249 -0.3040
O -0.301 1.611 1.117 0.170 -0.343 0.002 -0.3139
N 1.551 0.903 -1.392 0.192 -0.011 -0.025 -0.0446
C 0.341 0.333 -1.541 0.208 -0.311 -0.397 -0.5076
C -1.976 -3.335 0.962 -0.003 0.077 0.020 -0.2610
C 2.711 0.035 -1.435 0.196 -0.388 -0.125 -0.1344
C -1.635 -0.615 0.617 0.096 0.623 -0.137 -0.2934
C 3.292 -0.246 -0.038 -0.156 0.130 0.067 -0.1503
C 3.572 2.219 0.613 -0.092 -0.094 0.010 -0.1857
C -2.812 -1.205 0.203 -0.146 0.028 -0.046 -0.0454
C -2.980 -2.566 0.381 0.070 0.064 -0.008 -0.0235
C -0.627 -1.352 1.204 0.121 -0.001 0.098 -0.0467
C 3.162 2.719 -0.777 -0.109 -0.063 0.078 -0.1723
C 1.736 2.333 -1.166 -0.022 0.578 -0.142 -0.1554
C -2.146 -4.814 1.117 0.027 -0.010 -0.053 -0.0459
C -0.803 -2.712 1.375 -0.068 0.092 -0.019 -0.0189
C 2.990 0.854 0.977 0.291 -0.047 -0.025 -0.2044
C -0.878 1.212 -1.446 -0.315 -0.401 0.924 -0.0984
H 1.911 0.953 1.100 0.028 -0.052 0.061 0.0766
H -1.748 -5.321 0.238 0.005 -0.097 -0.026 0.0889
H -3.196 -5.078 1.212 -0.051 -0.067 0.022 0.0780
H -0.019 -3.301 1.829 0.075 -0.050 0.065 0.1165
H 2.380 -0.900 -1.890 0.136 0.199 0.010 0.1190
H 3.227 2.932 1.363 0.071 0.066 0.023 0.1123
H 3.461 0.480 -2.091 -0.064 -0.043 0.034 0.1160
H -0.745 2.256 -1.704 -0.036 0.154 0.158 0.1022
H 2.867 -1.178 0.338 0.049 -0.075 -0.024 0.1054
H 4.372 -0.385 -0.126 0.041 -0.091 0.009 0.1123
H 3.400 0.554 1.944 -0.081 -0.005 0.042 0.1137
H -3.582 -0.592 -0.238 -0.151 0.007 -0.060 0.1174
H 1.069 2.654 -0.362 0.050 0.036 -0.139 0.1071
H -1.607 -5.178 1.988 0.007 -0.070 0.051 0.0786
H 3.867 2.370 -1.531 -0.006 0.076 -0.039 0.1014
H 3.210 3.810 -0.786 0.000 -0.032 -0.096 0.1144
H 1.473 2.872 -2.087 -0.009 0.025 0.142 0.1284
H -3.897 -3.040 0.061 -0.098 -0.036 -0.011 0.1153
H -1.696 0.771 -2.008 0.045 -0.036 -0.090 0.1158
H 4.662 2.184 0.666 0.021 0.050 0.070 0.1101
H 0.274 -0.852 1.522 0.162 0.015 0.042 0.1090

---

[3]
42
Properties=species:S:1:pos:R:3:forces:R:3:lowdin_charge:R:1 method="wB97M-V/def2-TZVPD" orbital_gap_ev=9.559 lumo_ev=0.74 smiles="COC(=O)c1ccc(OC[C@H](O)CN2CCOCC2)cc1" e_above_lowest_kj_mol=118.0
O -1.717 0.309 2.737 -0.259 0.093 0.198 -0.0161
O 2.517 3.116 4.100 0.151 0.020 0.039 -0.1298
O -0.038 -2.730 -5.630 -0.073 0.047 0.130 0.1009
O -0.195 1.014 -0.523 0.209 -0.086 -0.278 -0.0475
O -1.995 -3.346 -4.706 -0.100 0.163 0.304 -0.0455
N 0.964 1.152 2.772 0.054 -0.147 0.020 -0.1762
C -0.862 -2.624 -4.753 0.183 -0.096 -0.289 -0.4534
C 1.941 1.952 2.050 0.001 0.418 0.174 -0.1577
C 0.531 0.009 -2.492 -0.080 0.086 0.210 0.0112
C -0.890 0.037 1.636 0.510 -0.016 -0.455 -0.3445
C -1.568 -0.722 -1.565 -0.002 0.267 0.340 -0.0031
C -1.714 -1.604 -2.618 0.204 -0.085 -0.285 -0.0012
C -1.069 1.146 0.576 -0.362 -0.174 0.527 -0.1375
C 0.382 -0.873 -3.535 -0.166 -0.139 -0.019 -0.0018
C -0.745 -1.693 -3.612 -0.050 0.141 0.224 -0.1345
C 2.100 3.293 2.766 0.029 -0.091 -0.386 -0.1924
C 0.581 -0.071 2.077 -0.429 -0.055 -0.134 -0.1226
C 1.603 2.310 4.803 -0.110 -0.365 0.160 -0.1974
C 1.429 0.945 4.135 0.055 0.357 0.216 -0.1646
C -0.443 0.097 -1.491 0.084 -0.137 -0.304 -0.2529
C -2.224 -4.277 -5.753 0.125 -0.215 -0.407 -0.0416
H 0.674 -0.933 2.744 0.013 0.035 -0.034 0.1295
H -1.218 -0.926 1.233 0.073 0.084 0.011 0.1441
H 1.394 0.653 -2.422 0.100 0.073 0.002 0.1195
H 1.209 -0.250 1.199 0.049 -0.020 0.065 0.1278
H 1.130 -0.947 -4.310 0.066 0.006 -0.057 0.1217
H 0.689 0.361 4.687 0.040 -0.019 0.008 0.1262
H -2.588 -2.234 -2.672 -0.063 -0.035 0.011 0.1195
H -2.116 1.188 0.258 0.097 0.030 0.020 0.1317
H 2.922 1.447 2.014 -0.069 0.009 -0.048 0.1350
H -1.406 -4.232 -6.475 -0.172 -0.066 0.072 0.0866
H -2.287 -5.276 -5.320 -0.012 0.073 -0.016 0.0937
H 0.625 2.815 4.855 0.061 -0.060 0.027 0.1255
H 2.866 3.901 2.283 -0.085 -0.013 -0.025 0.1266
H 1.592 2.115 1.030 0.047 0.008 -0.034 0.1174
H 2.005 2.198 5.811 -0.087 -0.012 -0.030 0.1260
H -1.297 1.034 3.221 0.055 0.052 -0.057 0.0867
H -2.338 -0.678 -0.811 -0.051 0.023 0.089 0.1083
H 1.140 3.832 2.746 0.075 -0.030 -0.040 0.1266
H 2.394 0.410 4.157 -0.078 -0.014 0.012 0.1323
H -3.168 -4.023 -6.237 0.050 -0.020 0.053 0.0935
H -0.809 2.104 1.034 -0.085 -0.094 -0.016 0.1300

---

[4]
65
Properties=species:S:1:pos:R:3:forces:R:3:lowdin_spin:R:1 method="wB97M-V/def2-TZVPD" orbital_gap_ev="9.049 / 3.511" lumo_ev="-3.33 / -8.74" spin_multiplicity=2 charge=+1
Cl 4.546 1.036 4.403 -0.037 0.012 -0.274 0.0000
Cl -4.694 -6.023 -2.144 0.066 0.016 0.249 0.0000
Cl 1.614 -4.318 3.493 0.143 -0.024 0.728 0.0001
Cl -3.996 -4.903 0.432 0.165 0.086 0.190 0.0000
Cl -4.986 2.717 4.542 -0.068 -0.096 -0.090 0.0000
Cl -3.343 1.956 2.324 0.128 0.169 -0.131 0.0000
Cl 3.994 -2.969 2.601 -0.233 -0.111 -0.500 0.0008
Cl -1.711 -1.502 -4.107 0.193 -0.165 -0.714 0.0000
Cl -4.015 -3.220 -1.998 -0.402 -0.795 0.698 0.0000
Cl 3.359 -5.679 1.733 0.451 -0.042 -0.415 -0.0001
Cl -4.690 2.265 -1.123 0.311 -0.453 -0.062 0.0000
Cl -4.389 0.538 -3.466 0.384 -0.044 0.017 0.0001
Cl -4.141 4.762 2.733 -0.318 -0.915 -0.479 0.0000
Cl -1.043 -2.058 -6.986 0.219 -0.068 1.397 0.0000
Cl -0.037 3.024 3.308 0.232 -0.381 0.468 0.0000
Cl -1.684 -4.202 -5.169 0.150 0.184 0.143 0.0000
Cl -0.790 6.096 0.469 -0.056 0.091 -0.182 0.0000
Cl -6.538 -4.221 -0.829 0.933 -0.068 0.013 0.0000
Cl 3.904 3.216 2.085 -0.382 0.446 -0.072 0.0000
Cl -6.814 1.833 -2.893 -1.085 0.158 -0.272 0.0000
Cl -6.106 2.652 1.875 0.452 0.509 0.372 0.0000
Cl 0.806 -2.753 -4.763 -0.336 0.040 -0.317 0.0000
Cl 1.611 -3.526 0.879 0.927 0.319 -0.670 0.0024
Cl -5.927 -0.365 -1.267 -0.393 -0.645 0.800 0.0000
O 1.092 -0.294 0.472 0.751 0.244 0.017 0.0271
O 4.689 -2.187 -0.523 1.618 -2.709 1.107 0.7103
N -0.932 -0.877 -0.327 -0.263 0.690 0.219 0.0144
N 4.396 -0.047 -1.228 -1.823 -3.007 0.317 0.0406
C 3.975 -1.304 -0.913 -1.421 6.047 -2.396 0.1208
C -0.095 -0.044 0.298 -0.016 -0.591 -0.739 0.0006
C 3.495 1.027 -1.702 0.894 0.059 -1.475 0.0031
C 2.719 -4.106 2.117 -0.891 -0.310 1.144 -0.0002
C -5.480 1.030 -2.145 0.819 1.036 -0.670 0.0000
C -0.556 -2.229 -0.753 -1.030 0.285 1.067 0.0022
C -4.649 3.027 2.832 -0.295 0.358 0.524 0.0000
C -0.221 4.676 2.711 -0.288 0.211 -1.116 0.0000
C 3.410 1.513 1.917 0.958 -0.477 0.605 0.0000
C -4.789 -4.620 -1.079 -0.735 0.698 -1.231 0.0000
C -0.905 -2.622 -5.257 -0.207 0.052 -0.493 0.0000
C -2.346 -0.517 -0.350 -0.109 -0.674 -0.706 0.0016
C 3.153 0.873 3.284 -0.473 0.317 0.339 0.0000
C 5.792 0.215 -1.116 1.506 1.561 0.774 0.0104
C -0.259 4.551 1.156 0.284 0.271 0.994 0.0000
H 2.511 0.683 -2.021 -0.064 -0.073 0.916 0.0009
H 0.733 4.323 0.765 0.040 0.140 0.146 0.0000
H -2.629 -0.491 -1.403 -0.394 0.317 0.052 0.0006
H 2.305 1.357 3.769 0.112 0.094 -0.035 0.0000
H 6.173 0.835 -1.928 -0.307 -0.282 -0.355 -0.0003
H -0.919 3.752 0.817 -0.242 0.225 0.257 0.0000
H 0.580 5.316 3.081 0.250 -0.316 -0.283 0.0000
H -1.333 -2.609 -1.415 0.368 0.158 -0.299 0.0000
H 2.914 -1.451 -1.170 -0.372 -0.556 0.634 0.0561
H 4.330 1.086 1.518 -0.259 -0.435 -0.273 0.0000
H -2.963 -1.285 0.116 0.091 -0.102 0.160 0.0006
H -0.661 -2.809 0.164 0.264 -0.485 -0.139 0.0014
H -1.132 5.106 3.127 -0.166 -0.313 -0.288 0.0000
H -0.585 0.905 0.565 0.276 0.000 0.283 0.0007
H 0.457 -2.320 -1.146 -0.259 0.297 -0.137 0.0003
H -2.559 0.429 0.149 0.265 -0.036 -0.226 0.0001
H 2.943 -0.196 3.287 -0.006 0.100 -0.645 0.0000
H 3.926 1.361 -2.647 0.242 -0.156 -0.258 0.0007
H 3.564 1.950 -1.126 -0.462 -0.520 0.775 0.0000
H 5.910 0.859 -0.245 0.326 -0.083 0.283 -0.0001
H 2.578 1.435 1.217 -0.006 -0.123 0.326 0.0000
H 6.436 -0.657 -1.003 -0.418 -0.131 -0.073 0.0045

---

[5]
42
Properties=species:S:1:pos:R:3:forces:R:3:lowdin_charge:R:1 method="wB97M-V/def2-TZVPD" orbital_gap_ev=9.472 lumo_ev=0.69 smiles="CNC[C@H](C(C)C)N(C)C(=O)Cc1ccc(Cl)c(Cl)c1" e_above_lowest_kj_mol=0.0
Cl -0.709 -5.615 1.130 -0.257 1.192 -0.173 0.6219
Cl -0.974 -3.911 3.819 -0.186 0.316 -0.162 0.6633
O -1.224 1.589 2.680 -0.238 0.024 0.038 0.0468
N 1.295 -1.142 -1.489 -0.176 0.165 0.109 -0.1233
N 0.108 1.485 0.870 -3.410 -1.439 -0.718 -0.0598
C 1.478 -0.115 -0.416 -0.413 -1.151 -0.855 -0.1499
C 0.463 2.040 -1.567 -0.263 0.293 0.338 -0.3492
C -1.112 1.194 1.529 1.734 0.663 1.044 -0.4032
C 1.899 -2.472 -1.284 -0.397 0.450 -0.329 -0.1263
C -1.408 -3.218 -0.125 -0.612 -0.665 0.599 -0.0940
C -1.909 -1.149 1.003 -0.178 0.052 -0.042 -0.2154
C -1.886 -1.895 -0.169 1.164 -1.065 0.673 -0.0398
C -1.630 -1.779 2.218 0.249 -0.603 0.534 -0.0394
C -0.805 2.926 -1.571 1.330 0.788 -0.417 -0.0634
C 1.134 2.101 1.668 0.855 0.332 -0.248 -0.0521
C 1.714 2.948 -1.523 -0.344 -0.229 0.533 -0.0716
C -2.240 0.335 0.959 0.519 0.082 -0.505 -0.0500
C 0.315 0.924 -0.474 1.981 0.785 -0.260 -0.2535
C -1.164 -3.904 1.100 -0.395 1.141 -0.325 -0.6473
C -1.319 -3.156 2.295 0.391 0.156 -1.099 -0.6615
H 2.975 -2.426 -1.105 0.167 -0.105 0.208 0.0686
H -2.462 0.686 -0.044 -0.062 -0.359 -0.322 0.1012
H 1.395 -2.997 -0.461 0.196 0.194 -0.121 0.0623
H -1.620 -1.207 3.155 -0.113 -0.195 -0.457 0.1253
H -0.517 0.333 -0.845 -0.310 0.070 0.674 0.1085
H -3.135 0.522 1.539 0.091 0.241 0.362 0.1280
H 0.840 3.089 2.052 -0.024 -0.353 -0.145 0.1014
H 1.397 1.466 2.504 -0.094 -0.088 0.420 0.0906
H 2.488 0.308 -0.505 -0.184 0.222 0.392 0.1088
H -2.102 -1.445 -1.124 -0.022 0.045 -0.130 0.1132
H 1.611 -0.781 -2.384 -0.016 0.055 0.185 0.0940
H 1.746 3.571 -2.418 -0.028 0.024 0.098 0.0776
H 1.728 3.603 -0.629 -0.179 -0.254 -0.525 0.0779
H -0.752 3.623 -0.728 -0.238 -0.161 -0.016 0.0837
H -0.873 3.543 -2.491 0.182 -0.360 0.430 0.0883
H 2.057 2.212 1.080 -0.453 0.007 0.017 0.0845
H 1.371 -0.657 0.540 0.202 0.285 -0.282 0.1282
H -1.319 -3.766 -1.060 0.053 -0.002 0.217 0.1070
H -1.691 2.344 -1.523 -0.930 -0.551 0.182 0.0504
H 0.466 1.495 -2.508 0.171 -0.143 -0.292 0.1237
H 1.743 -3.066 -2.204 0.016 0.264 0.439 0.0831
H 2.628 2.365 -1.492 0.220 -0.124 -0.068 0.0615

---

[6]
45
Properties=species:S:1:pos:R:3:forces:R:3:lowdin_spin:R:1 method="wB97M-V/def2-TZVPD" orbital_gap_ev="7.516 / 7.500" lumo_ev="2.20 / 2.18" spin_multiplicity=5 e_above_lowest_kj_mol=10.1 charge=-1
Cr -0.001 0.727 0.251 -0.024 -0.097 0.232 3.7969
Si 1.306 2.822 -1.581 -0.067 -0.021 0.039 0.0089
O -5.025 -4.241 0.408 0.027 -0.014 -0.018 0.0008
O 1.130 -1.100 0.472 0.005 0.015 -0.124 0.0323
O -2.751 1.248 2.967 -0.053 0.156 -0.075 0.0073
O -1.319 1.768 1.314 0.169 -0.020 -0.042 0.0385
O -5.717 -2.841 2.047 0.013 0.016 0.011 0.0006
N -1.670 -0.594 0.181 0.059 0.202 0.127 0.0076
C 2.519 4.125 -2.218 0.007 -0.018 0.023 -0.0002
C 2.415 -1.524 -0.006 0.028 0.026 0.011 0.0056
C -0.384 3.655 -1.524 0.025 0.049 -0.053 0.0097
C -2.922 -2.570 -0.239 -0.004 -0.008 -0.011 -0.0008
C -2.205 1.026 1.904 -0.065 -0.161 -0.003 0.0110
C -3.603 -1.078 1.493 0.022 -0.060 -0.033 -0.0011
C -3.813 -2.256 0.784 0.035 0.056 0.017 0.0077
C -1.866 -1.725 -0.504 -0.012 -0.066 0.012 0.0084
C 2.159 -2.370 2.187 -0.019 -0.008 0.002 0.0014
C 2.743 -2.750 0.826 0.015 0.006 -0.009 0.0012
C 1.234 1.471 -2.912 0.016 0.007 -0.054 0.0114
C 0.893 -1.609 1.813 0.026 -0.052 -0.033 0.0110
C 1.694 2.028 0.030 -0.122 -0.047 -0.157 -0.0002
C -4.985 -3.218 1.119 -0.055 -0.015 0.004 0.0007
C -2.530 -0.270 1.160 -0.042 0.002 0.024 0.0125
H 1.940 -3.231 2.815 0.000 0.000 0.003 0.0001
H 2.238 -3.628 0.421 -0.015 0.003 0.007 0.0000
H 3.137 -0.718 0.147 0.002 -0.009 0.012 0.0005
H 0.583 0.635 -2.634 -0.023 0.032 0.049 0.0068
H -0.564 4.204 -2.453 -0.034 0.010 0.017 0.0009
H -1.136 -1.952 -1.274 0.009 0.019 0.001 0.0012
H -3.082 -3.486 -0.793 0.001 0.007 0.001 -0.0002
H -1.209 2.952 -1.384 0.034 -0.047 0.002 0.0045
H 2.640 1.474 -0.041 0.012 0.020 0.041 0.0017
H -4.268 -0.810 2.302 0.001 0.010 0.001 -0.0001
H 3.520 3.708 -2.345 0.004 -0.009 0.003 0.0000
H 2.199 4.540 -3.178 0.000 -0.004 -0.007 -0.0001
H 2.228 1.056 -3.102 0.003 0.007 -0.002 0.0003
H 0.851 1.864 -3.858 0.038 0.009 -0.007 0.0007
H 2.319 -1.719 -1.074 0.003 0.006 0.001 0.0002
H -0.440 4.361 -0.692 0.023 0.012 -0.006 0.0001
H 2.594 4.951 -1.505 -0.001 0.005 -0.003 0.0000
H 1.783 2.755 0.842 -0.050 -0.007 0.020 0.0052
H 0.009 -2.245 1.768 0.012 -0.010 0.000 0.0003
H 0.692 -0.765 2.476 -0.011 -0.008 -0.006 0.0059
H 2.849 -1.719 2.726 0.007 0.006 -0.013 0.0001
H 3.813 -2.951 0.862 0.000 0.001 -0.005 0.0004

---

no.,E (a.u.)
1,-1372.4068
2,-1262.8449
3,-1015.1183
4,-11888.9274
5,-1689.9023
6,-2349.8426